This record from OMol25 describes one molecule with the formula C15H20N6O3S2 in a non-equilibrium geometry. The level of theory is wB97M-V/def2-TZVPD.

Geometry as ORCA input:
```
! RIJCOSX wB97M-V def2-TZVPD def2/J DEFGRID3
* xyz 0 1
C -3.073 1.759 -4.043
S -2.239 2.083 -2.464
O -1.872 3.509 -2.322
O -3.123 1.581 -1.407
N -0.824 1.178 -2.553
C 0.386 1.973 -2.944
C 1.385 1.023 -3.671
C 2.062 0.008 -2.711
C 2.721 0.779 -1.579
N 1.640 1.505 -0.903
C 0.959 0.831 0.124
N -0.278 1.117 0.372
C -0.735 0.386 1.472
C -2.169 0.427 1.975
N -3.157 1.181 1.397
O -2.575 -0.190 2.977
C 0.136 -0.519 2.031
N -0.226 -1.410 3.057
C 0.439 -2.495 3.559
C -0.235 -3.289 4.470
C 0.415 -4.332 5.126
C 1.756 -4.550 4.811
C 2.364 -3.776 3.855
N 1.684 -2.772 3.237
S 1.663 -0.352 1.196
C 1.085 2.597 -1.707
H -3.948 2.420 -4.132
H -2.356 1.963 -4.825
H -3.433 0.707 -4.082
H -0.722 0.788 -1.612
H 0.141 2.783 -3.636
H 0.856 0.499 -4.455
H 2.098 1.665 -4.140
H 2.817 -0.618 -3.225
H 1.300 -0.676 -2.370
H 3.411 1.502 -1.989
H 3.249 0.110 -0.905
H -4.092 1.024 1.751
H -2.986 1.650 0.489
H -1.172 -1.230 3.406
H -1.269 -3.062 4.697
H -0.137 -4.979 5.828
H 2.354 -5.324 5.327
H 3.423 -3.928 3.658
H 0.389 3.195 -1.149
H 1.889 3.262 -1.992
*
```

Values from the calculation:
SMILES ... CS(=O)(=O)N[C@@H]1CCCN(c2nc(C(N)=O)c(Nc3ccccn3)s2)C1
HOMO level ... -7.364 eV
E ... -52633.6350 eV
ΔE to the lowest compared entry with this formula, charge and spin ... 0.000 eV
HOMO-LUMO gap ... 7.9 eV